No. 1
A cluster of 2 separate species, C4H6Br2O in total at a distorted geometry. Source: the Open Molecules 2025 dataset; level of theory: ωB97M-V/def2-TZVPD.

Its frontier orbital gap (alpha / beta) is 7.230 / 7.230 eV. As for the charge: 0. As for the energy above the lowest of the compared OMol25 structures with the same formula, charge and spin: 630.5 kJ/mol. The energy comes out at -5379.036021 Eh. For the molar mass, the calculation gives 229.9 u. The HOMO energy (alpha / beta) is -8.146 / -8.145 eV.

Element x y z (Å)
C1 1.2983 -0.0469 0.4705
C2 -0.8986 0.2015 -0.9997
C3 2.0070 -1.3189 0.5457
C4 -2.0163 0.7883 -0.2482
O1 -1.7402 2.0653 0.2477
Br1 2.3154 1.4838 0.4899
Br2 -1.1491 -1.5988 -1.3936
H1 1.8995 -1.7563 -0.4546
H2 1.4531 -1.9865 1.2090
H3 3.0645 -1.2907 0.8175
H4 -2.4209 0.1913 0.5784
H5 -2.8222 0.8512 -1.0139
H6 -0.9905 2.4167 -0.2487


No. 2
An isolated molecule of C4H6Br2O at a distorted geometry. Source: the Open Molecules 2025 dataset; level of theory: ωB97M-V/def2-TZVPD.

Its frontier orbital gap (alpha / beta) is 9.479 / 9.479 eV. As for the charge: 0. As for the energy above the lowest of the compared OMol25 structures with the same formula, charge and spin: 231.4 kJ/mol. The energy comes out at -5379.188027 Eh. For the molar mass, the calculation gives 229.9 u. The HOMO energy (alpha / beta) is -9.863 / -9.863 eV.

Element x y z (Å)
C1 0.5282 0.5737 -0.0227
C2 -0.4043 -0.5745 0.1813
C3 0.2701 2.0406 0.2670
C4 -0.2969 -1.9454 -0.3857
O1 -0.1606 -0.3379 1.5215
Br1 2.3361 0.0098 -0.3282
Br2 -2.2384 0.1421 -0.3443
H1 -0.7426 2.2790 0.3492
H2 0.7001 2.3827 -0.6107
H3 0.9027 2.3814 1.1103
H4 -1.0844 -2.4414 0.1027
H5 0.6580 -2.5165 -0.3506
H6 -0.4678 -1.9935 -1.4897


No. 3
A cluster of 2 separate species, C4H6Br2O in total at a distorted geometry. Source: the Open Molecules 2025 dataset; level of theory: ωB97M-V/def2-TZVPD.

Its SMILES is C[C@@]1(Br)C=C1Br.O. Its frontier orbital gap is 10.316 eV. As for the charge: 0. As for the energy above the lowest of the compared OMol25 structures with the same formula, charge and spin: 272.2 kJ/mol. The energy comes out at -5379.172486 Eh. For the molar mass, the calculation gives 229.9 u. The HOMO energy is -9.807 eV.

Element x y z (Å)
C1 -0.4309 -1.2512 -0.7519
C2 -0.1935 -0.0389 0.0292
Br1 -1.6455 1.2385 -0.5181
C3 0.4382 -0.0164 1.3475
C4 1.1810 0.4403 0.3759
Br2 2.4957 1.1050 -0.6917
H1 -0.4478 -1.0804 -1.7862
H2 -1.2485 -1.8188 -0.4069
H3 0.4380 -2.0330 -0.6226
H4 0.3046 -0.1006 2.4448
O1 0.5675 2.6691 2.2720
H5 0.0726 2.1547 1.5358
H6 0.4805 3.5657 2.0470